No. 1
The following is a DFT calculation (ωB97M-V/def2-TZVPD) of a molecular structure, C11H28N2O4Si2.

Geometry as XYZ:
```
47
Properties=species:S:1:pos:R:3
H 5.102 -3.126 1.926
H -4.498 2.147 3.282
H -0.797 -0.697 -4.054
C -2.710 3.586 -0.093
H -0.501 -2.701 -2.746
C -3.709 1.833 2.596
H 1.032 -3.540 -2.897
Si 0.487 0.382 -1.238
H -2.324 1.255 4.113
H -4.168 1.400 1.699
C 1.624 -0.245 -2.579
H -0.047 -1.830 -5.196
C 0.576 -2.595 -2.584
C -0.356 1.075 2.365
C -3.488 3.703 1.186
O 1.436 0.768 0.080
N 3.908 -1.391 0.505
H 3.346 -0.791 -0.070
H 0.845 -1.267 1.533
H -0.537 -0.602 -0.822
C 0.151 -1.002 -4.510
H -1.515 -0.755 2.459
O 2.732 -3.205 -0.189
H -2.748 2.560 -0.467
H 0.793 -2.502 -1.522
C 1.145 -1.438 -3.430
C -2.781 0.816 3.222
H -3.156 4.254 -0.831
O -4.494 4.359 1.318
C -1.688 0.309 2.267
H -0.229 1.616 -1.640
C 3.617 -2.729 0.501
H -3.411 -0.018 3.544
H -2.064 0.390 1.238
H 2.316 0.419 2.432
H -0.452 2.060 1.893
H 0.547 -0.163 -5.091
Si 1.110 0.188 1.604
H 1.827 0.608 -3.242
H 2.589 -0.486 -2.119
H 2.038 -1.817 -3.941
H 4.180 -4.478 1.368
H -0.115 1.272 3.417
N 4.376 -3.496 1.344
H 4.620 -0.983 1.080
O -2.940 2.995 2.216
H -1.667 3.862 0.071
```

Computed properties:
Electronic energy = -38789.893 eV
Kohn-Sham gap = 0.3936 hartree
Highest occupied orbital energy = -10.040 eV

No. 2
The following is a DFT calculation (ωB97M-V/def2-TZVPD) of a molecular structure, C11H29AlN2O.

Geometry as XYZ:
```
44
Properties=species:S:1:pos:R:3
H -1.240 3.911 1.407
H 1.990 1.645 0.734
H -0.187 2.536 -0.100
H -4.010 -4.234 -2.453
H 1.681 0.732 -0.751
C 1.693 -2.665 -2.686
H 1.793 -1.479 -2.617
N -3.643 -3.276 -2.212
C -0.113 2.458 2.619
H 0.811 -1.142 0.453
H -2.131 -1.700 -4.220
H -1.426 -4.190 -3.838
C 1.300 0.945 0.252
H 4.038 -2.705 -2.253
H -0.258 -1.134 -1.885
C -2.104 1.207 1.716
C 1.144 -0.310 1.085
H -0.769 4.461 3.002
H 1.198 4.086 0.692
H -2.404 0.361 1.089
N -0.588 1.335 1.667
C 0.803 4.585 1.580
C 0.072 0.003 2.122
H 2.972 -3.645 -0.944
C -0.546 -2.265 -1.786
H -2.549 2.129 1.335
H 1.601 4.626 2.328
H -2.402 1.029 2.754
H -3.486 -3.275 -1.168
H 1.515 -2.952 -3.829
C -0.428 3.878 2.138
C -0.106 1.498 0.223
O 0.584 -3.203 -1.876
H -1.055 -2.421 -0.722
H -0.751 0.879 -0.414
C 3.075 -3.389 -2.084
H -0.694 -0.781 2.149
H 0.551 5.614 1.303
Al -2.012 -2.859 -3.150
H 0.963 2.325 2.779
H 2.087 -0.614 1.550
H -0.619 2.270 3.573
H 0.483 0.137 3.128
H 3.167 -4.412 -2.691
```

Computed properties:
Electronic energy = -23497.513 eV
Kohn-Sham gap = 0.2102 hartree
Highest occupied orbital energy = -6.185 eV

No. 3
The following is a DFT calculation (ωB97M-V/def2-TZVPD) of a molecular structure, C11H29FN2O2SSi2.

Geometry as XYZ:
```
48
Properties=species:S:1:pos:R:3
H -3.476 -4.219 -1.115
C 6.079 2.722 -0.078
H -5.567 -3.884 -0.248
H -2.159 -2.404 -1.056
H 4.772 0.415 -2.064
N -3.830 -1.336 -0.391
C -3.426 -3.824 -0.104
C 1.403 0.008 -0.958
H 6.078 3.357 0.810
H -5.910 -1.300 -0.049
H 0.833 3.537 0.847
H 4.410 4.695 -1.831
C 0.603 2.732 0.148
O -2.111 -2.832 2.345
Si 4.313 2.455 -0.701
S -1.712 -2.100 1.198
H 3.538 1.410 -2.858
H 0.211 0.189 1.958
C -5.083 -2.630 1.393
H -4.998 -0.480 1.188
H 6.540 1.766 0.181
N 3.407 1.710 0.498
H -6.108 -2.677 1.755
H 2.100 -0.830 -0.909
H 0.384 -0.396 -0.842
H 1.464 0.454 -1.953
H 5.237 1.868 -2.962
H -4.152 -1.322 -1.356
H 2.750 4.107 -1.782
H 6.700 3.205 -0.841
H 0.662 3.128 -0.868
O -0.418 -2.330 0.673
C -5.015 -1.363 0.561
H 3.493 4.781 -0.320
C 1.265 0.469 2.031
Si 1.807 1.280 0.404
H -3.340 -0.450 -0.244
F -1.963 -0.587 1.408
C -4.823 -3.871 0.545
H -4.452 -2.584 2.274
H -2.726 -4.459 0.428
C 3.677 4.171 -1.206
H 1.385 1.161 2.866
C 4.477 1.440 -2.298
H -0.442 2.427 0.317
H 1.852 -0.429 2.237
H -4.907 -4.748 1.171
C -2.823 -2.432 -0.198
```

Computed properties:
Electronic energy = -48258.998 eV
Kohn-Sham gap = 0.1286 hartree
Relative energy (zero: lowest compared OMol25 entry of this formula, charge and spin) = 0.432 eV
Highest occupied orbital energy = -5.381 eV

No. 4
The following is a DFT calculation (ωB97M-V/def2-TZVPD) of a molecular structure, C11H29Li2N3O8.

Geometry as XYZ:
```
53
Properties=species:S:1:pos:R:3
H -6.868 8.535 -5.795
H -4.343 4.165 -6.812
N -8.549 4.497 -6.464
H -5.695 11.976 -10.007
H -4.483 4.687 -5.160
H -5.880 3.804 -5.814
N -8.030 2.925 -7.814
H -4.014 11.564 -9.869
C -1.982 4.720 -10.316
H -8.241 4.579 -10.553
H -1.156 4.302 -9.741
O -3.690 6.415 -9.550
H -6.408 6.326 -4.732
C -6.701 7.647 -6.404
H -2.502 5.306 -8.302
C -8.721 3.254 -6.753
O -5.397 10.089 -9.325
H -3.411 8.146 -8.406
H -4.921 7.072 -5.311
Li -4.638 5.085 -10.689
H -7.390 9.923 -10.375
H -6.928 3.212 -11.925
H -7.957 5.046 -7.071
C -4.990 11.153 -10.126
O -2.697 3.543 -10.845
Li -5.516 6.067 -8.399
H -7.174 5.933 -10.829
C -7.191 4.862 -10.631
H -8.262 2.014 -8.183
C -5.064 4.484 -6.059
C -6.715 4.276 -12.031
C -5.866 6.630 -5.628
O -5.616 5.629 -6.596
H -5.282 8.569 -7.579
O -9.340 2.506 -6.040
H -1.656 5.286 -11.189
C -7.053 8.690 -8.606
H -7.448 4.486 -12.809
H -7.815 9.256 -8.071
C -2.438 5.789 -9.277
H -1.694 6.585 -9.242
O -6.428 4.606 -9.431
H -4.912 10.907 -11.186
H -7.648 7.129 -6.556
C -6.572 9.433 -9.846
O -3.353 8.957 -7.900
H -7.787 7.932 -8.880
N -6.106 7.999 -7.708
H -6.092 8.695 -10.488
H -3.699 9.630 -8.486
O -5.365 4.545 -12.542
H -9.103 4.977 -5.769
H -7.240 3.417 -8.209
```

Computed properties:
2S+1 = 2
Charge = -1
Electronic energy = -33136.858 eV
Kohn-Sham gap (spin up / spin down) = 0.2092 / 0.1824 hartree
Expectation value of S² = 0.7555
Highest occupied orbital energy (spin up / spin down) = -3.532 / -3.274 eV

No. 5
The following is a DFT calculation (ωB97M-V/def2-TZVPD) of a molecular structure, C11H29NaO14S4.

Geometry as XYZ:
```
59
Properties=species:S:1:pos:R:3
H -3.137 18.375 29.916
H 3.438 11.832 20.694
H 4.470 15.222 21.162
C -0.560 13.823 25.389
O 1.847 13.817 20.264
H -1.688 12.015 19.548
H 0.405 14.202 29.390
H -3.940 16.446 29.069
C -4.350 16.599 21.311
O -2.151 14.837 21.001
H -4.016 19.392 28.769
O -3.374 14.847 23.200
H -0.594 13.429 24.373
O 1.127 14.597 27.421
H -4.845 15.810 20.745
H -5.051 16.971 22.058
H 3.184 16.600 20.860
O -1.375 17.435 25.909
H -3.431 13.197 21.357
O -2.189 18.396 28.228
O 0.794 15.404 21.829
C 0.723 13.649 28.507
O 1.823 15.248 25.124
H 1.776 11.880 28.313
H -3.948 17.399 20.690
O -3.578 16.920 27.165
H 4.140 11.429 22.334
H -0.973 12.455 21.186
H 2.271 11.646 23.515
H 2.584 17.063 24.428
H -5.330 17.244 28.278
H -3.356 13.653 19.737
C 1.866 12.824 28.851
H -1.046 13.093 26.036
C -4.242 17.175 28.317
H 1.126 11.920 22.207
Na 0.436 16.789 23.782
S -2.883 15.784 22.167
C -3.444 18.471 28.875
S 1.223 14.048 25.848
H 3.654 16.208 22.438
C 3.568 15.765 21.446
O -1.402 15.928 27.993
O 2.488 13.603 22.689
H 3.032 10.413 21.596
S 2.001 14.653 21.459
H -1.098 14.769 25.325
H 1.948 12.565 29.906
S -1.954 17.095 27.242
O 1.775 12.703 25.670
C 3.250 11.475 21.707
O -1.899 16.865 22.446
O 2.490 17.894 23.922
H -0.743 13.300 19.749
C 2.120 12.176 22.575
H 2.773 13.305 28.484
C -2.740 13.634 20.636
H -0.116 13.040 28.170
C -1.524 12.782 20.305
```

Computed properties:
2S+1 = 2
Charge = +1
Electronic energy = -88288.039 eV
Kohn-Sham gap (spin up / spin down) = 0.4092 / 0.2790 hartree
Expectation value of S² = 0.7527
Highest occupied orbital energy (spin up / spin down) = -13.279 / -13.279 eV